1.
Molecular formula: C4H5N
Method: DFT, wB97M-V/def2-TZVPD

Computed properties:
* structure (SMILES): C#C[C@H]1CN1
* highest occupied orbital energy: -9.3 eV
* energy relative to the best compared isomer or geometry (same formula, charge and spin): 100.0 kcal per mole

Positions of all 10 atoms, in Å:
C -2.136072 0.465627 0.323397
C -0.975225 0.173411 0.423966
C 0.427192 -0.140643 0.544633
C 0.851782 -0.729424 -0.686393
N 1.471889 0.732265 0.087419
H -3.167664 0.722227 0.248040
H 0.691735 -0.657696 1.461959
H 0.478536 -0.514389 -1.665021
H 1.330661 -1.693970 -0.621415
H 1.027166 1.642592 -0.116586

Cartesian forces, eV/Å:
0.097 -0.052 0.010
-0.853 1.112 0.859
-1.624 -0.270 1.010
2.064 1.361 -0.428
-0.156 -1.742 -0.222
0.104 -0.059 -0.040
-0.176 -0.233 -0.003
-0.835 0.332 0.064
1.212 0.393 -0.036
0.167 -0.842 -1.214

Mulliken atomic charge list, values in e, 2 entries: atom 1 (C): 0.264, atom 2 (C): -0.680



2.
Molecular formula: C4H5N
Method: DFT, wB97M-V/def2-TZVPD

Computed properties:
* structure (SMILES): C=C(C)C#N
* highest occupied orbital energy: -10.1 eV
* energy relative to the best compared isomer or geometry (same formula, charge and spin): 24.9 kcal per mole

Positions of all 10 atoms, in Å:
C 0.967387 -0.613995 0.302605
C -0.299431 -0.006784 -0.060159
C -0.402575 0.808631 -1.160179
C -1.393021 0.046603 0.961393
H 0.919931 -1.622446 0.766683
H 1.486881 -0.099911 1.121059
H 1.645448 -0.611905 -0.509581
H -1.328828 1.316128 -1.458755
H 0.443400 0.856621 -1.895091
N -2.039192 -0.072940 1.932025

Cartesian forces, eV/Å:
1.083 -1.461 2.283
-2.152 3.156 -1.126
0.239 -1.488 0.298
0.231 -1.090 1.378
-0.390 0.287 -0.765
-0.296 0.502 -0.129
0.565 -0.181 -0.943
0.465 -0.175 0.431
-0.866 -0.052 0.890
1.121 0.501 -2.318

Mulliken atomic charge list, values in e, 2 entries: atom 1 (C): -1.156, atom 2 (C): 0.781



3.
Molecular formula: C4H5N
Method: DFT, wB97M-V/def2-TZVPD

Computed properties:
* structure (SMILES): C#C[C@H]1CN1
* highest occupied orbital energy: -9.5 eV
* energy relative to the best compared isomer or geometry (same formula, charge and spin): 77.6 kcal per mole

Positions of all 10 atoms, in Å:
C 2.251275 -0.416302 0.051006
C 1.077580 -0.374313 0.317420
C -0.361116 -0.423102 0.487837
C -1.147389 0.790479 0.167008
N -1.099461 -0.356664 -0.765382
H 3.296302 -0.450340 -0.161870
H -0.715470 -1.125487 1.237497
H -0.568641 1.697500 -0.024593
H -2.213276 0.774567 0.243886
H -0.519802 -0.116335 -1.552807

Cartesian forces, eV/Å:
-0.400 0.074 0.205
0.540 0.011 0.073
0.121 -0.290 0.021
-0.244 -0.180 -0.992
0.346 -0.060 -0.656
-0.155 0.025 0.038
-0.021 -0.023 -0.245
-0.456 -0.236 -0.121
-0.355 1.103 1.790
0.624 -0.423 -0.113

Mulliken atomic charge list, values in e, 2 entries: atom 1 (C): 0.366, atom 2 (C): -0.741



4.
Molecular formula: C4H5N
Method: DFT, wB97M-V/def2-TZVPD

Computed properties:
* highest occupied orbital energy: -8.7 eV
* energy relative to the best compared isomer or geometry (same formula, charge and spin): 106.1 kcal per mole

Positions of all 10 atoms, in Å:
C 0.997281 0.909633 -0.580365
C -0.044278 1.724262 -0.503784
C -0.348798 -0.097381 0.273431
C -0.301931 -1.494801 0.564017
N -1.077238 0.917474 0.177174
H 2.063685 1.012746 -0.992816
H -0.414880 2.604727 -1.104038
H 0.132452 -1.661531 1.671456
H 0.295485 -1.952877 -0.253466
H -1.301777 -1.962251 0.748392

Cartesian forces, eV/Å:
0.454 -0.958 1.004
-1.487 0.860 -1.583
2.864 2.320 -1.730
-0.270 -1.853 3.003
-0.518 -0.113 0.218
-1.900 -0.334 0.543
0.885 -0.568 1.089
-0.114 0.393 -2.642
-0.426 -0.157 0.944
0.512 0.409 -0.846

Mulliken atomic charge list, values in e, 2 entries: atom 1 (C): -0.405, atom 2 (C): -0.180



5.
Molecular formula: C4H5N
Method: DFT, wB97M-V/def2-TZVPD

Computed properties:
* highest occupied orbital energy: -8.1 eV
* energy relative to the best compared isomer or geometry (same formula, charge and spin): 82.2 kcal per mole

Positions of all 10 atoms, in Å:
C -0.431391 -0.382668 1.129592
C -0.738038 -0.283485 -0.271807
C -0.709939 0.674359 -1.223007
N 2.008090 0.229143 1.075922
C 0.864209 -0.202193 0.943019
H 2.750016 -0.126106 0.484069
H -0.917651 -1.029417 1.841208
H -1.517582 -0.955590 -0.686237
H -1.429584 0.715061 -2.027305
H 0.121870 1.360896 -1.265453

Cartesian forces, eV/Å:
2.437 -0.687 -0.987
-5.520 0.596 -3.217
1.758 0.045 0.609
-0.833 0.065 -1.384
1.593 0.483 3.758
0.135 -0.357 0.272
0.077 -0.028 -0.118
0.240 -0.391 1.160
0.343 -0.559 -0.274
-0.231 0.835 0.182

Mulliken atomic charge list, values in e, 2 entries: atom 1 (C): -0.491, atom 2 (C): -0.007



6.
Molecular formula: C4H5N2
Method: DFT, wB97M-V/def2-TZVPD

Computed properties:
* structure (SMILES): C=NC=C=C=[NH2+]
* total charge: +1
* highest occupied orbital energy (spin up / spin down): -13.3 / -13.4 eV
* energy relative to the best compared isomer or geometry (same formula, charge and spin): 117.0 kcal per mole

Positions of all 11 atoms, in Å:
C -0.169280 0.850491 -1.066295
C -1.315039 -0.173472 -0.455798
C 0.993525 1.079438 -0.399476
C 1.860998 -0.641444 1.122616
N 1.399175 0.320010 0.529111
N -2.548741 -0.281834 -0.618844
H 1.845774 1.684804 -0.910535
H 2.273648 -1.541453 0.808613
H 1.758038 -0.572378 2.192676
H -2.891882 -1.139613 -0.218462
H -3.206215 0.415451 -0.983605

Cartesian forces, eV/Å:
-5.147 -4.618 1.932
6.057 5.222 -2.771
1.982 1.279 -2.638
-0.528 0.472 2.544
0.331 0.099 0.403
-1.310 -0.168 0.259
-1.823 -0.233 1.224
0.670 -1.483 -1.580
0.352 -0.040 0.650
-0.894 -0.290 -0.084
0.310 -0.241 0.060

Mulliken atomic charge list, values in e, 2 entries: atom 1 (C): -0.278, atom 2 (C): 0.203



7.
Molecular formula: C4H5N2
Method: DFT, wB97M-V/def2-TZVPD

Computed properties:
* structure (SMILES): [NH2+]=C=C[C@H]1C=N1
* total charge: +1
* highest occupied orbital energy: -14.3 eV
* energy relative to the best compared isomer or geometry (same formula, charge and spin): 66.8 kcal per mole

Positions of all 11 atoms, in Å:
C 0.824337 1.317345 0.174553
C 0.060915 0.203893 0.735014
C 1.217902 1.045918 -1.224198
C -0.652172 -0.749807 0.272658
N 0.409428 2.029022 -1.130627
N -1.466473 -1.695131 0.181888
H 1.254386 1.871214 0.903528
H 0.264465 -0.027211 1.747515
H 1.730280 0.417379 -1.833589
H -1.157638 -2.655086 -0.122969
H -2.485431 -1.757536 0.296227

Cartesian forces, eV/Å:
-1.492 -2.050 -2.675
0.053 0.927 -0.695
-2.386 4.518 2.603
-1.235 -0.404 0.595
1.074 -2.638 -0.224
-0.158 -2.872 -1.238
1.977 1.731 1.631
0.183 -0.186 1.386
1.555 -1.484 -1.906
0.158 1.250 0.272
0.271 1.207 0.251

Mulliken atomic charge list, values in e, 2 entries: atom 1 (C): -0.018, atom 2 (C): -0.380



8.
Molecular formula: C4H5N2O
Method: DFT, wB97M-V/def2-TZVPD

Computed properties:
* structure (SMILES): CC#[N+][C@@H]1NC1=O
* total charge: +1
* highest occupied orbital energy: -14.4 eV
* energy relative to the best compared isomer or geometry (same formula, charge and spin): 41.4 kcal per mole

Positions of all 12 atoms, in Å:
C -1.935627 -0.448936 0.657072
C 0.400611 0.270848 0.096391
C -3.103062 0.229219 -0.041153
C 1.718458 0.705287 0.097707
N -0.617154 -0.202328 0.268596
N -2.857186 -1.033181 -0.304035
O -3.756200 1.187756 -0.180481
H -1.991732 -0.627932 1.727082
H 2.440474 -0.092216 -0.104398
H 1.833758 1.228551 0.961688
H 1.880584 1.309207 -0.794998
H -3.425660 -1.840775 -0.674079

Cartesian forces, eV/Å:
-0.958 -0.517 0.581
-0.720 -1.217 0.269
0.268 -0.443 -0.176
1.321 -0.707 -3.645
-0.373 0.135 -0.320
-0.940 -0.443 -0.916
-0.503 0.915 -0.117
-0.006 -0.374 -0.109
-0.230 -0.287 0.729
0.950 1.600 2.519
-0.110 0.663 0.143
1.301 0.676 1.043

Mulliken atomic charge list, values in e, 2 entries: atom 1 (C): -0.079, atom 2 (C): 0.530



Question: Which value of energy relative to the best compared isomer or geometry (same formula, charge and spin) does entry 4 give?
Answer: 106.1 kcal per mole